102
Properties=species:S:1:pos:R:3:forces:R:3:mulliken_charge:R:1 method="wB97M-V/def2-TZVPD" e_tot_ev=-49489.821 gap_ev=10.15 lumo_ha=0.0075
C -14.66573 -1.12030 22.95102 -0.07 0.54 0.26 -0.55
O -14.96476 -1.91291 24.12928 0.18 0.65 -1.48 -0.49
H -13.89265 -0.39396 23.20177 0.21 -0.38 0.15 0.24
H -14.38495 -1.66660 22.05057 0.39 -0.56 0.34 0.25
H -15.48287 -0.49757 22.58691 -0.60 -0.05 0.47 0.25
H -15.61156 -2.55207 23.82151 -0.11 -0.20 0.25 0.29
O -11.30152 -7.46479 14.51966 -0.23 -0.02 -0.07 -0.64
H -10.58019 -7.36761 13.89798 0.16 0.02 -0.18 0.32
H -10.88340 -7.42860 15.37995 0.07 0.00 0.26 0.32
O -11.98120 -0.47527 10.31770 0.01 -0.18 -0.18 -0.64
H -11.84475 0.46044 10.16920 0.03 0.24 -0.08 0.32
H -12.11858 -0.55090 11.26196 -0.04 -0.06 0.30 0.32
C -19.00567 -0.38833 18.14958 -0.51 1.75 -0.57 -0.95
C -19.40147 -1.56738 17.35291 1.15 -2.34 -0.04 -0.15
O -18.62309 -2.69625 17.82572 0.07 -0.39 0.81 -0.54
H -19.42290 -0.26234 19.14866 0.51 -0.84 0.26 0.30
H -19.46031 0.48152 17.67551 0.07 0.29 -0.39 0.32
H -17.92859 -0.25831 18.04426 -0.04 0.02 0.59 0.25
H -19.03184 -1.52631 16.32832 -0.88 0.93 -0.32 0.25
H -20.44076 -1.88264 17.44564 -0.17 0.48 -0.31 0.23
H -18.22601 -3.17566 17.09489 -0.18 0.10 -0.04 0.30
C -18.79167 -6.00967 12.06982 -0.29 -0.60 -0.79 -1.00
C -17.38053 -5.45300 12.07016 -1.36 1.37 0.25 -0.17
O -16.82571 -5.71740 13.31735 1.12 -0.50 0.95 -0.52
H -19.39460 -5.48139 11.33123 0.01 -0.31 -0.38 0.31
H -19.34845 -5.86696 12.99596 0.60 0.29 0.32 0.30
H -18.79822 -7.08664 11.90188 -0.12 -0.03 -0.26 0.27
H -17.54281 -4.37677 12.01097 0.32 0.40 -0.06 0.17
H -16.71567 -5.66928 11.23394 -0.27 -0.63 -0.07 0.34
H -15.98020 -6.16160 13.22048 0.01 0.03 0.07 0.31
C -12.37227 9.71815 15.44450 1.22 0.49 -0.01 -0.87
C -11.94656 11.25586 15.34810 -3.03 -0.76 -1.73 -0.26
O -10.78217 11.56786 14.63320 1.68 -0.32 1.04 -0.55
H -11.49062 9.09297 15.30331 0.27 0.10 0.06 0.28
H -13.06287 9.35583 14.68299 -0.14 0.53 -0.13 0.26
H -12.77194 9.41309 16.41161 -0.09 0.41 0.09 0.29
H -12.14614 11.77484 16.28560 1.35 -0.10 0.33 0.32
H -12.70502 11.74406 14.73613 -0.77 -0.20 0.08 0.21
H -10.92309 11.72937 13.69743 -0.49 -0.15 0.26 0.32
C -10.73950 1.40890 14.75718 0.36 0.87 0.31 -1.07
C -11.08038 0.25160 15.68233 -0.02 1.23 -0.13 -0.19
O -11.81304 -0.65993 14.90736 0.09 -0.85 0.15 -0.50
H -10.01406 1.22871 13.96384 0.30 -0.56 0.34 0.29
H -10.36218 2.21829 15.38220 0.23 0.16 -0.08 0.33
H -11.56620 1.84567 14.19694 -0.56 -0.35 0.41 0.29
H -11.62913 0.60653 16.55468 -0.87 0.34 -0.20 0.25
H -10.21303 -0.10570 16.23742 0.59 -0.72 -0.83 0.30
H -11.74743 -1.53352 15.29996 -0.13 -0.13 0.00 0.29
C -14.45800 6.07508 21.62069 2.00 -0.45 -0.72 -0.93
C -15.87896 6.44781 21.52560 -1.46 0.61 0.80 -0.22
O -16.18756 7.39828 22.55800 -0.04 0.43 -0.15 -0.52
H -13.80344 6.92871 21.44471 -0.29 0.47 0.25 0.27
H -14.10026 5.42048 20.82594 -0.42 -0.49 -0.07 0.33
H -14.11473 5.64672 22.56238 -0.45 -0.09 0.14 0.29
H -16.62842 5.67105 21.67749 0.43 -0.71 -0.36 0.26
H -16.13641 6.91454 20.57483 0.22 0.13 0.01 0.23
H -16.30043 6.89528 23.36784 0.02 0.09 0.10 0.30
C -11.29557 6.76553 6.78897 1.40 -0.88 -0.83 -1.09
C -11.10804 6.33298 8.24075 -1.03 1.94 -0.55 -0.17
O -11.75574 5.10015 8.48579 0.80 -0.07 0.29 -0.48
H -10.85631 7.71006 6.46801 -0.48 0.58 0.77 0.33
H -12.34002 6.67548 6.49046 0.03 0.22 -0.04 0.32
H -10.68323 6.13335 6.14594 -0.36 -0.71 -0.15 0.28
H -11.58799 7.15447 8.77261 -0.34 -0.10 0.73 0.21
H -10.07926 6.41344 8.59183 0.06 -0.97 -0.21 0.32
H -12.61682 5.14334 8.06356 -0.08 -0.02 0.00 0.28
C -18.11428 4.11606 11.11561 -1.04 0.74 -0.85 -0.98
C -18.73606 4.77214 9.84929 0.18 -0.27 0.54 -0.23
O -17.82544 4.70770 8.77030 0.36 -0.25 -0.47 -0.51
H -17.15783 4.58679 11.34301 0.00 -0.31 0.04 0.28
H -18.06634 3.03694 10.96964 0.51 0.09 -0.20 0.27
H -18.80245 4.22765 11.95351 0.05 0.30 0.10 0.33
H -18.97253 5.83563 9.88366 -0.25 0.08 1.18 0.30
H -19.65836 4.25714 9.58056 -0.19 -0.20 0.09 0.24
H -18.15624 5.38729 8.17843 0.39 -0.16 -0.43 0.31
C -3.92543 0.98648 18.32899 0.48 -1.45 0.81 -0.92
C -4.02650 2.34847 18.98016 0.40 -0.64 -1.11 -0.22
O -5.41646 2.64268 19.09712 0.72 1.22 -0.33 -0.51
H -4.89751 0.62625 17.99223 -0.09 0.16 0.30 0.29
H -3.53836 0.30249 19.08425 -0.09 -0.51 -0.24 0.22
H -3.28370 0.89584 17.45260 0.25 0.41 0.13 0.30
H -3.46670 2.94592 18.26059 -0.52 1.08 0.10 0.24
H -3.51505 2.50266 19.93030 -0.09 -0.54 0.15 0.28
H -5.41544 3.48206 18.63125 -1.06 0.27 0.18 0.31
C -7.86748 -6.31288 22.38988 0.08 -0.09 0.56 -0.91
C -8.83923 -5.36933 21.63906 2.83 -0.38 0.77 -0.25
O -9.19900 -6.05408 20.47488 -1.77 -0.02 -0.55 -0.51
H -7.09341 -5.84806 23.00052 -0.20 0.44 0.10 0.32
H -7.31424 -6.95084 21.70066 -0.12 0.08 -0.26 0.30
H -8.41790 -6.98465 23.04856 -0.07 -0.07 -0.04 0.23
H -8.28773 -4.47247 21.35696 -0.06 0.33 0.09 0.22
H -9.60370 -5.05807 22.35097 -0.73 -0.35 -0.80 0.30
H -8.43254 -6.09359 19.89818 0.03 0.07 0.10 0.31
C -4.86950 -7.77364 14.63291 0.37 -0.21 -0.93 -1.01
C -4.82003 -6.50879 15.48494 1.99 -0.47 -1.46 -0.25
O -6.00103 -5.82301 15.51718 -2.21 0.57 0.99 -0.53
H -3.91163 -8.29278 14.60015 0.02 -0.31 0.79 0.33
H -4.94187 -7.59018 13.56090 -0.42 0.76 -0.17 0.31
H -5.70425 -8.45001 14.81679 0.18 -0.02 0.61 0.29
H -4.11925 -5.80406 15.03733 0.76 -0.28 -0.18 0.24
H -4.37715 -6.71689 16.45892 -0.78 0.02 0.35 0.30
H -6.18187 -5.44366 14.65405 0.08 -0.06 0.00 0.32

---

98
Properties=species:S:1:pos:R:3:forces:R:3:mulliken_charge:R:1 method="wB97M-V/def2-TZVPD" e_tot_ev=-61002.433 gap_ev=5.37 lumo_ha=0.0427 charge=-1
C 6.15879 11.57040 3.42495 -0.33 -0.07 -0.09 0.72
C 6.94904 12.87694 3.27343 -0.07 0.59 0.55 2.28
C 8.21980 12.86475 4.12204 1.03 -0.66 0.94 -1.63
C 9.34533 11.93534 3.55897 -1.48 0.74 -0.20 -1.25
C 9.58848 12.54314 2.18976 0.50 -0.87 -0.14 -1.58
C 8.39797 12.62372 1.21430 0.02 0.54 1.01 1.78
N 7.24407 13.24720 1.88069 0.56 1.49 0.53 2.47
O 6.10927 13.57409 1.07867 0.25 -0.54 -0.03 -1.06
C 8.08789 11.22401 0.69683 0.41 -0.22 -0.49 -0.73
C 8.93919 13.51964 0.08720 -1.47 -0.29 -1.10 -1.22
C 6.09657 13.94901 3.99975 -0.22 0.44 -1.18 -1.32
H 6.70522 10.69406 3.08021 -0.07 0.32 -0.12 -0.71
H 5.23446 11.71218 2.86211 0.09 -0.11 -0.27 -0.12
H 5.84173 11.35799 4.44759 0.28 0.24 0.01 -1.05
H 7.93194 12.69698 5.16458 -0.10 -0.98 -0.11 0.91
H 8.59167 13.88196 4.28147 0.30 0.27 -0.90 0.15
H 8.97285 10.91077 3.50776 0.03 -0.02 0.05 0.01
H 10.28936 11.90515 4.10236 -0.20 0.17 0.35 0.46
H 10.32194 11.96462 1.62177 0.21 -0.09 0.15 1.17
H 10.04164 13.51557 2.39345 -0.28 0.29 -0.37 0.27
H 8.00193 10.46136 1.47038 -0.21 0.28 0.21 -0.28
H 8.93026 10.88056 0.08862 -0.10 0.01 -0.34 0.54
H 7.16475 11.26150 0.11802 0.05 -0.15 -0.03 -0.37
H 8.19155 13.59139 -0.70982 -0.24 0.01 0.04 0.30
H 9.79490 13.10158 -0.44538 0.39 -0.01 0.55 -0.04
H 9.10191 14.54989 0.38609 0.29 -0.20 0.11 -0.24
H 6.59848 14.91169 4.12013 0.61 -0.34 0.20 -0.03
H 5.78121 13.56442 4.96747 0.05 0.09 -0.06 -0.53
H 5.24584 14.26464 3.39983 -0.19 -0.45 0.15 0.56
O 4.00594 11.94024 6.82070 0.28 0.12 -0.07 -0.64
H 3.72011 11.70016 5.92887 -0.46 -0.11 -0.22 0.32
H 3.20369 12.21102 7.27398 -0.01 0.06 0.07 0.26
O 10.32832 15.01951 -2.82933 0.25 0.02 0.01 -0.61
H 9.57426 14.49513 -3.13096 -0.09 0.01 0.07 0.35
H 10.76282 15.31086 -3.63537 0.02 0.10 -0.03 0.29
O 2.48656 11.26504 4.44311 0.13 -0.24 0.23 -0.69
H 2.67682 12.00358 3.84045 0.05 0.24 -0.19 0.52
H 1.58652 11.40973 4.74491 -0.05 -0.04 -0.02 0.26
O 4.71585 9.46519 1.63057 0.15 -0.63 0.09 -0.78
H 4.47078 10.14008 2.26935 -0.16 0.07 -0.02 0.34
H 4.62224 9.90344 0.77093 0.03 0.39 0.12 0.43
O 6.29810 16.46757 6.10897 0.20 0.42 -0.10 -0.71
H 6.26273 16.66584 5.16888 -0.04 0.04 -0.03 0.35
H 7.23528 16.42579 6.31493 0.05 -0.05 0.20 0.30
O 8.66439 13.85296 7.39198 0.26 0.14 0.00 -0.59
H 8.77884 14.41858 6.62384 0.03 -0.03 -0.15 0.28
H 9.54651 13.76463 7.76211 0.04 -0.08 0.04 0.27
O 11.00774 16.38429 4.48268 -0.06 -0.09 0.37 -0.66
H 10.44880 16.13991 3.72394 0.19 0.22 -0.06 0.34
H 11.83343 15.91762 4.33476 0.05 -0.03 -0.01 0.31
O 7.64483 8.91775 4.62773 1.23 1.76 4.85 -0.77
H 7.31358 8.82598 3.72545 1.35 0.63 1.91 0.45
H 8.32173 8.24045 4.70899 -0.08 0.11 0.20 0.27
O 5.91784 15.23270 -1.44256 0.27 0.08 -0.45 -0.65
H 6.34111 14.66518 -0.77977 -0.23 -0.16 0.63 0.28
H 5.73569 14.64791 -2.18084 -0.29 -0.06 0.06 0.26
O 12.51301 13.35992 -1.64565 0.30 -0.02 0.18 -0.67
H 11.86384 14.02039 -1.91571 -0.28 0.07 -0.09 0.36
H 12.22908 12.54944 -2.07780 -0.22 -0.06 0.05 0.30
O 4.06329 14.95364 6.48783 -0.46 0.15 -0.19 -0.70
H 4.81235 15.56996 6.49022 -0.02 -0.26 0.16 0.55
H 4.44235 14.10791 6.23034 -0.15 0.00 0.08 0.10
O 10.74219 8.57191 3.57000 0.02 -0.11 0.01 -0.58
H 11.35337 7.95270 3.16236 0.09 -0.01 -0.02 0.28
H 9.92466 8.46676 3.07501 -0.12 0.16 0.03 0.27
O 10.24398 11.43173 -2.52999 0.20 0.01 0.00 -0.60
H 9.56363 12.11583 -2.50277 0.04 0.21 0.19 0.28
H 10.37235 11.25628 -3.46685 0.01 -0.12 -0.06 0.33
O 6.63887 10.69800 6.71288 0.17 0.17 -0.07 -0.58
H 7.07649 10.30090 5.94757 0.20 -0.42 -0.02 0.30
H 5.73984 10.85386 6.41329 -0.14 0.03 0.41 0.40
O 12.67698 13.05127 1.39070 0.09 0.01 0.24 -0.69
H 12.31354 13.06363 0.49847 0.15 0.11 -0.33 0.36
H 11.91044 13.17001 1.95994 0.09 -0.01 -0.04 0.49
O 4.63882 11.53664 -0.32204 -0.38 -0.44 -0.43 -0.77
H 5.31908 11.26115 -0.94022 0.03 0.08 -0.06 0.31
H 5.03622 12.29592 0.14759 0.58 0.51 0.59 0.38
O 7.11944 8.25122 2.72550 -1.67 -2.57 -5.94 -0.58
H 6.36966 8.83963 2.55114 -1.02 -0.16 -0.97 0.35
H 7.46671 8.04335 1.85515 0.01 0.04 -0.32 0.35
O 8.14077 9.53392 -2.63653 -0.17 -0.19 -0.19 -0.63
H 7.45023 10.18629 -2.49759 -0.07 -0.03 0.17 0.30
H 8.88804 9.85906 -2.12044 0.08 0.15 -0.04 0.33
O 6.07713 13.52544 8.39836 0.11 0.19 0.07 -0.70
H 6.96984 13.38019 8.05329 -0.15 -0.03 0.08 0.40
H 5.49539 13.26547 7.67766 -0.05 -0.27 0.19 0.30
O 8.15921 13.36668 -3.55059 -0.10 -0.33 -0.14 -0.65
H 8.05856 12.50264 -3.96302 -0.01 -0.03 -0.15 0.29
H 7.26117 13.69812 -3.45581 0.01 0.22 0.18 0.24
O 3.01232 13.44178 2.87915 -0.23 0.14 -0.16 -0.71
H 2.72723 14.26110 3.29491 0.03 0.05 0.11 0.35
H 3.83264 13.67296 2.42359 0.18 -0.19 -0.26 0.26
O 9.73820 16.01962 2.15757 -0.24 -0.09 -0.17 -0.69
H 9.86734 16.52657 1.35176 0.04 0.14 0.02 0.30
H 8.94430 15.49300 1.99241 -0.26 -0.08 0.14 0.25
O 6.18491 16.48722 1.57891 0.08 0.35 0.07 -0.74
H 6.11689 15.52529 1.45768 -0.05 -0.70 -0.23 0.31
H 6.34418 16.60057 2.51798 0.04 -0.01 0.03 0.32